Formula: C25H31N4SSb2V
Source: the Open Molecules 2025 dataset
Level of theory: wB97M-V/def2-TZVPD

Values from the calculation:
- Multiplicity: 3
- LUMO (alpha / beta): -6.99 / -6.90 eV
- <S²>: 2.0577
- E_tot: -81970.840 eV
- Net charge: +2

Element x y z (Å)
1 V -0.91 0.60 -0.47
2 N -1.24 4.20 2.02
3 C -1.14 2.98 1.51
4 S -1.61 2.78 -0.23
5 N -0.86 1.96 2.27
6 N -1.04 0.73 1.62
7 C -1.35 -0.30 2.34
8 C -1.45 -0.28 3.86
9 C -0.45 0.24 4.68
10 C -0.68 0.36 6.04
11 C -1.87 -0.02 6.60
12 C -2.92 -0.46 5.79
13 C -2.68 -0.59 4.42
14 C -1.57 -1.51 1.51
15 C -1.75 -2.78 2.06
16 C -1.98 -3.85 1.20
17 C -1.99 -3.66 -0.17
18 C -1.83 -2.37 -0.61
19 N -1.63 -1.30 0.17
20 H -1.55 5.02 1.48
21 H -1.00 4.34 3.01
22 H 0.49 0.54 4.22
23 H 0.12 0.67 6.70
24 H -2.07 0.13 7.66
25 H -3.87 -0.70 6.23
26 H -3.48 -0.96 3.78
27 H -1.69 -2.93 3.11
28 H -2.14 -4.84 1.52
29 H -2.26 -4.48 -0.88
30 H -1.84 -2.20 -1.69
31 C -0.50 0.27 -5.20
32 Sb -0.84 1.05 -3.33
33 C -2.81 0.21 -2.86
34 C 0.37 -0.73 -2.48
35 C 1.77 -0.67 -3.13
36 C 2.07 -1.75 -3.94
37 C 3.28 -1.81 -4.58
38 C 4.24 -0.82 -4.43
39 C 3.95 0.20 -3.54
40 C 2.73 0.32 -2.90
41 C 2.55 1.49 -1.94
42 Sb 1.70 1.30 0.07
43 C 2.81 -0.07 1.14
44 C 2.10 3.14 1.03
45 H -0.81 0.96 -5.95
46 H -1.04 -0.68 -5.41
47 H 0.56 0.03 -5.19
48 H -2.95 -0.85 -3.16
49 H -3.50 0.83 -3.40
50 H -3.18 0.32 -1.83
51 H -0.17 -1.62 -2.90
52 H 0.38 -0.93 -1.42
53 H 1.33 -2.57 -4.08
54 H 3.44 -2.62 -5.31
55 H 5.17 -0.81 -5.04
56 H 4.68 0.99 -3.42
57 H 1.95 2.25 -2.49
58 H 3.52 1.92 -1.79
59 H 3.71 0.40 1.54
60 H 3.06 -0.97 0.57
61 H 2.24 -0.46 1.96
62 H 3.16 3.38 1.07
63 H 1.75 3.00 2.09
64 H 1.54 3.96 0.51

Atomic charges from the Mulliken analysis, expressed in e, are listed below: atom 1 (V): -0.02, atom 2 (N): -0.38, atom 3 (C): 0.40, atom 4 (S): -0.39, atom 5 (N): -1.02, atom 6 (N): 1.41, atom 7 (C): -0.40, atom 8 (C): -0.09, atom 9 (C): 0.03, atom 10 (C): -0.76, atom 11 (C): -0.43, atom 12 (C): -0.82, atom 13 (C): -0.10, atom 14 (C): 0.87, atom 15 (C): -0.90, atom 16 (C): -0.64, atom 17 (C): -1.18, atom 18 (C): 0.39, atom 19 (N): 0.27, atom 20 (H): 0.25, atom 21 (H): 0.27, atom 22 (H): 0.33, atom 23 (H): 0.39, atom 24 (H): 0.40, atom 25 (H): 0.44, atom 26 (H): 0.44, atom 27 (H): 0.60, atom 28 (H): 0.52, atom 29 (H): 0.41, atom 30 (H): 0.25, atom 31 (C): -1.11, atom 32 (Sb): 0.67, atom 33 (C): -1.20, atom 34 (C): -0.78, atom 35 (C): 0.43, atom 36 (C): -0.77, atom 37 (C): -0.50, atom 38 (C): -0.88, atom 39 (C): -0.95, atom 40 (C): 0.75, atom 41 (C): -1.41, atom 42 (Sb): 0.84, atom 43 (C): -1.33, atom 44 (C): -1.16, atom 45 (H): 0.44, atom 46 (H): 0.35, atom 47 (H): 0.31, atom 48 (H): 0.36, atom 49 (H): 0.54, atom 50 (H): 0.34, atom 51 (H): 0.37, atom 52 (H): 1.19, atom 53 (H): 0.32, atom 54 (H): 0.34, atom 55 (H): 0.41, atom 56 (H): 0.43, atom 57 (H): 0.39, atom 58 (H): 0.66, atom 59 (H): 0.48, atom 60 (H): 0.41, atom 61 (H): 0.37, atom 62 (H): 0.51, atom 63 (H): 0.31, atom 64 (H): 0.34

Formula: C24H23Cl2N6O2S4SbTc
Source: the Open Molecules 2025 dataset
Level of theory: wB97M-V/def2-TZVPD

Values from the calculation:
- Energy above the lowest of the compared OMol25 structures with the same formula, charge and spin: 1.177 eV
- LUMO: -10.86 eV
- E_tot: -115394.812 eV
- Net charge: +3

Element x y z (Å)
1 Tc 0.30 0.62 0.31
2 Cl -4.08 -2.93 4.19
3 C -2.85 -2.53 3.09
4 C -2.64 -1.22 2.76
5 C -1.64 -0.92 1.81
6 N -1.30 0.32 1.40
7 C -1.36 1.39 2.35
8 O -2.25 2.18 2.49
9 C -0.05 1.41 3.09
10 C 0.10 1.88 4.37
11 C 1.37 1.80 4.94
12 C 2.41 1.29 4.18
13 C 2.18 0.88 2.88
14 N 0.97 0.93 2.33
15 C -0.79 -1.95 1.28
16 C -1.03 -3.29 1.62
17 C -2.05 -3.57 2.50
18 Cl -2.34 -5.18 2.92
19 N 0.26 -1.42 0.60
20 C 1.38 -2.15 0.20
21 O 1.49 -3.35 0.21
22 C 2.49 -1.25 -0.26
23 C 3.73 -1.78 -0.55
24 C 4.75 -0.92 -0.94
25 C 4.49 0.44 -1.02
26 C 3.23 0.90 -0.71
27 N 2.23 0.08 -0.35
28 H -3.26 -0.45 3.17
29 H -0.75 2.27 4.91
30 H 1.54 2.14 5.95
31 H 3.41 1.22 4.59
32 H 2.98 0.51 2.25
33 H -0.42 -4.09 1.23
34 H 3.87 -2.85 -0.46
35 H 5.74 -1.31 -1.17
36 H 5.26 1.14 -1.31
37 H 2.99 1.96 -0.75
38 S -4.88 2.58 -0.21
39 Sb -3.63 3.87 0.98
40 S 1.06 4.06 1.35
41 S 0.10 2.84 0.25
42 S -1.43 3.70 -0.71
43 C -0.41 0.93 -4.24
44 C -0.01 1.28 -2.80
45 N -0.47 0.23 -1.84
46 C -0.07 -1.08 -2.42
47 C -0.89 -1.39 -3.69
48 N -1.49 -0.11 -4.17
49 C -2.55 0.33 -3.21
50 C -1.96 0.25 -1.79
51 H 0.41 0.51 -4.82
52 H -0.80 1.80 -4.77
53 H -0.46 2.22 -2.50
54 H 1.07 1.37 -2.73
55 H -0.25 -1.87 -1.70
56 H 0.99 -1.05 -2.64
57 H -1.71 -2.08 -3.51
58 H -0.26 -1.80 -4.49
59 H -1.89 -0.24 -5.10
60 H -3.42 -0.32 -3.34
61 H -2.83 1.35 -3.48
62 H -2.28 -0.66 -1.28
63 H -2.30 1.10 -1.21

Atomic charges from the Mulliken analysis, expressed in e, are listed below: atom 1 (Tc): -1.44, atom 2 (Cl): -0.10, atom 3 (C): -0.04, atom 4 (C): -1.15, atom 5 (C): 0.16, atom 6 (N): 1.18, atom 7 (C): -0.91, atom 8 (O): -0.71, atom 9 (C): 1.31, atom 10 (C): -0.97, atom 11 (C): -0.57, atom 12 (C): -0.96, atom 13 (C): -0.32, atom 14 (N): 0.97, atom 15 (C): 0.93, atom 16 (C): -1.43, atom 17 (C): 0.20, atom 18 (Cl): -0.09, atom 19 (N): 0.84, atom 20 (C): -0.08, atom 21 (O): -0.60, atom 22 (C): 0.42, atom 23 (C): -0.81, atom 24 (C): -0.61, atom 25 (C): -0.92, atom 26 (C): -0.63, atom 27 (N): 1.52, atom 28 (H): 0.65, atom 29 (H): 0.56, atom 30 (H): 0.51, atom 31 (H): 0.49, atom 32 (H): 0.39, atom 33 (H): 0.72, atom 34 (H): 0.63, atom 35 (H): 0.49, atom 36 (H): 0.51, atom 37 (H): 0.46, atom 38 (S): -0.35, atom 39 (Sb): 0.88, atom 40 (S): -0.04, atom 41 (S): 0.21, atom 42 (S): -0.27, atom 43 (C): -0.96, atom 44 (C): -0.52, atom 45 (N): 2.28, atom 46 (C): -0.47, atom 47 (C): -1.11, atom 48 (N): 0.09, atom 49 (C): -1.03, atom 50 (C): -0.16, atom 51 (H): 0.31, atom 52 (H): 0.43, atom 53 (H): 0.22, atom 54 (H): 0.26, atom 55 (H): 0.04, atom 56 (H): 0.45, atom 57 (H): 0.39, atom 58 (H): 0.42, atom 59 (H): 0.31, atom 60 (H): 0.39, atom 61 (H): 0.36, atom 62 (H): 0.54, atom 63 (H): -0.25

Formula: C15H35N4O9PTi
Source: the Open Molecules 2025 dataset
Level of theory: wB97M-V/def2-TZVPD

Values from the calculation:
- Multiplicity: 3
- Energy above the lowest of the compared OMol25 structures with the same formula, charge and spin: 0.000 eV
- LUMO (alpha / beta): -0.34 / -0.34 eV
- <S²>: 2.3711
- E_tot: -72909.675 eV

Element x y z (Å)
1 O -0.80 0.86 -5.60
2 H -1.18 0.74 -6.49
3 Ti -1.32 1.01 -1.30
4 N -0.65 2.36 0.06
5 N 0.57 1.56 -1.95
6 N -1.86 -0.17 0.19
7 N -1.04 -0.80 -2.10
8 O -1.44 2.65 1.08
9 O -2.07 0.17 1.51
10 O -0.08 -1.22 -2.97
11 O 1.21 0.99 -2.94
12 C 1.11 2.68 -1.38
13 C 0.47 3.09 -0.19
14 C -2.19 -1.44 -0.17
15 C -1.76 -1.78 -1.47
16 C 0.78 4.30 0.61
17 H 1.16 4.09 1.62
18 H -0.10 4.95 0.69
19 H 1.56 4.87 0.10
20 C 2.22 3.39 -2.06
21 H 1.95 3.62 -3.10
22 H 3.13 2.77 -2.07
23 H 2.46 4.33 -1.56
24 C -2.80 -2.36 0.81
25 C -1.91 -3.13 -2.06
26 H -3.38 -1.81 1.56
27 H -2.04 -2.95 1.34
28 H -3.47 -3.07 0.31
29 H -1.18 -3.26 -2.86
30 H -2.93 -3.27 -2.45
31 H -1.77 -3.90 -1.29
32 H -1.86 1.17 1.52
33 H 0.54 -0.38 -3.07
34 C -1.75 1.55 -4.80
35 H -1.15 2.23 -4.18
36 H -2.28 0.82 -4.17
37 H -2.48 2.13 -5.38
38 O -3.08 2.15 -1.23
39 H -3.98 1.84 -1.44
40 H -3.14 2.74 -0.45
41 C 2.39 -3.69 0.34
42 C 1.06 -3.00 0.22
43 O 1.03 -1.55 0.32
44 P 2.06 -0.43 0.97
45 O 2.91 -1.27 2.06
46 C 2.54 -1.98 3.29
47 C 1.13 -2.49 3.41
48 O 1.05 0.48 1.93
49 C 1.22 0.82 3.31
50 C 0.29 1.96 3.62
51 H 2.88 -3.69 -0.64
52 H 2.21 -4.72 0.65
53 H 3.04 -3.22 1.08
54 H 0.61 -3.22 -0.76
55 H 0.34 -3.37 0.96
56 H 3.26 -2.80 3.36
57 H 2.76 -1.28 4.11
58 H 1.02 -3.45 2.91
59 H 0.94 -2.65 4.48
60 H 0.37 -1.79 3.05
61 H 0.94 -0.03 3.94
62 H 2.27 1.10 3.54
63 H -0.74 1.72 3.36
64 H 0.34 2.17 4.69
65 H 0.58 2.87 3.08

Atomic charges from the Mulliken analysis, expressed in e, are listed below: atom 1 (O): -0.48, atom 2 (H): 0.28, atom 3 (Ti): -0.33, atom 4 (N): 1.35, atom 5 (N): 1.42, atom 6 (N): 1.07, atom 7 (N): 0.59, atom 8 (O): -0.98, atom 9 (O): -0.74, atom 10 (O): -0.59, atom 11 (O): -0.89, atom 12 (C): 0.03, atom 13 (C): 0.10, atom 14 (C): 0.41, atom 15 (C): 0.24, atom 16 (C): -1.61, atom 17 (H): 0.17, atom 18 (H): 0.27, atom 19 (H): 0.42, atom 20 (C): -1.59, atom 21 (H): 0.29, atom 22 (H): 0.27, atom 23 (H): 0.44, atom 24 (C): -1.68, atom 25 (C): -1.68, atom 26 (H): 0.43, atom 27 (H): 0.15, atom 28 (H): 0.45, atom 29 (H): 0.40, atom 30 (H): 0.36, atom 31 (H): 0.41, atom 32 (H): 0.35, atom 33 (H): 0.40, atom 34 (C): -0.15, atom 35 (H): -0.03, atom 36 (H): -0.03, atom 37 (H): 0.41, atom 38 (O): -0.49, atom 39 (H): 0.30, atom 40 (H): 0.29, atom 41 (C): -1.47, atom 42 (C): 0.42, atom 43 (O): 0.02, atom 44 (P): -0.22, atom 45 (O): -0.38, atom 46 (C): -0.46, atom 47 (C): -0.79, atom 48 (O): -0.01, atom 49 (C): -0.02, atom 50 (C): -0.95, atom 51 (H): 0.40, atom 52 (H): 0.37, atom 53 (H): 0.26, atom 54 (H): 0.15, atom 55 (H): -0.02, atom 56 (H): 0.37, atom 57 (H): 0.40, atom 58 (H): 0.31, atom 59 (H): 0.37, atom 60 (H): 0.11, atom 61 (H): 0.17, atom 62 (H): 0.31, atom 63 (H): 0.13, atom 64 (H): 0.48, atom 65 (H): 0.02

Formula: C23H41N2OP3Tc
Source: the Open Molecules 2025 dataset
Level of theory: wB97M-V/def2-TZVPD

Values from the calculation:
- Multiplicity: 4
- Energy above the lowest of the compared OMol25 structures with the same formula, charge and spin: 2.585 eV
- LUMO (alpha / beta): -14.19 / -16.47 eV
- <S²>: 3.7809
- E_tot: -59562.907 eV
- Net charge: +4

Element x y z (Å)
1 Tc 0.91 0.55 0.91
2 P 2.54 2.13 1.09
3 P -0.61 2.13 0.15
4 P 2.21 -0.91 -0.30
5 H -3.25 -2.00 0.78
6 C -2.99 -2.37 -0.21
7 C -2.09 -3.35 -0.38
8 H -1.57 -3.81 0.47
9 C 2.28 3.41 2.38
10 C 2.87 3.18 -0.38
11 C 4.23 1.59 1.54
12 C -2.29 1.41 0.10
13 C -0.86 3.67 1.11
14 C -0.41 2.79 -1.54
15 C 3.72 -1.57 0.51
16 C 2.78 -0.26 -1.91
17 C 1.36 -2.44 -0.81
18 H -3.53 -1.94 -1.06
19 H -1.87 -3.76 -1.37
20 H 1.74 2.97 3.23
21 H 1.71 4.26 2.00
22 H 3.26 3.76 2.74
23 H 2.22 4.07 -0.35
24 H 2.68 2.62 -1.31
25 H 3.92 3.50 -0.35
26 H 4.18 0.81 2.31
27 H 4.77 2.45 1.94
28 H 4.77 1.20 0.67
29 H -2.92 2.01 -0.57
30 H -2.74 1.39 1.10
31 H -2.24 0.39 -0.29
32 H -1.86 4.07 0.87
33 H -0.11 4.43 0.85
34 H -0.81 3.47 2.18
35 H -1.33 3.34 -1.80
36 H -0.28 1.94 -2.23
37 H 0.46 3.46 -1.60
38 H 4.62 -1.06 0.15
39 H 3.80 -2.65 0.29
40 H 3.64 -1.45 1.60
41 H 3.24 -1.08 -2.48
42 H 3.51 0.55 -1.77
43 H 1.90 0.11 -2.46
44 H 1.93 -2.93 -1.61
45 H 0.36 -2.19 -1.18
46 H 1.27 -3.13 0.03
47 C -1.34 -0.62 -2.93
48 C -2.52 0.12 -3.30
49 C -3.55 -0.49 -3.99
50 C -3.41 -1.81 -4.44
51 C -2.21 -2.50 -4.24
52 C -1.17 -1.92 -3.54
53 O -0.52 -0.20 -2.05
54 H 1.56 0.81 2.39
55 H -2.61 1.15 -2.93
56 H -4.48 0.06 -4.17
57 H -4.23 -2.29 -4.98
58 H -2.09 -3.51 -4.63
59 H -0.23 -2.44 -3.35
60 N -3.76 -3.75 5.01
61 C -2.99 -3.09 4.42
62 C -2.06 -2.26 3.70
63 C -0.93 -2.80 3.07
64 C -0.08 -1.97 2.36
65 N -0.34 -0.65 2.20
66 C -1.37 -0.10 2.87
67 C -2.27 -0.88 3.60
68 H -0.72 -3.87 3.12
69 H 0.83 -2.35 1.89
70 H -1.49 0.98 2.81
71 H -3.13 -0.41 4.07

Atomic charges from the Mulliken analysis, expressed in e, are listed below: atom 1 (Tc): 0.23, atom 2 (P): 0.99, atom 3 (P): 1.04, atom 4 (P): 1.10, atom 5 (H): 0.25, atom 6 (C): -0.46, atom 7 (C): -0.67, atom 8 (H): 0.30, atom 9 (C): -1.10, atom 10 (C): -1.51, atom 11 (C): -1.25, atom 12 (C): -0.99, atom 13 (C): -1.29, atom 14 (C): -1.02, atom 15 (C): -1.30, atom 16 (C): -1.20, atom 17 (C): -0.66, atom 18 (H): 0.32, atom 19 (H): 0.34, atom 20 (H): 0.41, atom 21 (H): 0.33, atom 22 (H): 0.48, atom 23 (H): 0.43, atom 24 (H): 0.43, atom 25 (H): 0.49, atom 26 (H): 0.39, atom 27 (H): 0.58, atom 28 (H): 0.33, atom 29 (H): 0.53, atom 30 (H): 0.51, atom 31 (H): -0.05, atom 32 (H): 0.50, atom 33 (H): 0.37, atom 34 (H): 0.43, atom 35 (H): 0.53, atom 36 (H): 0.00, atom 37 (H): 0.38, atom 38 (H): 0.43, atom 39 (H): 0.47, atom 40 (H): 0.38, atom 41 (H): 0.54, atom 42 (H): 0.38, atom 43 (H): 0.22, atom 44 (H): 0.58, atom 45 (H): -0.58, atom 46 (H): 0.56, atom 47 (C): 0.46, atom 48 (C): -0.29, atom 49 (C): -0.35, atom 50 (C): -0.70, atom 51 (C): -0.19, atom 52 (C): -0.36, atom 53 (O): -0.47, atom 54 (H): 0.34, atom 55 (H): 0.45, atom 56 (H): 0.49, atom 57 (H): 0.50, atom 58 (H): 0.50, atom 59 (H): 0.53, atom 60 (N): -0.26, atom 61 (C): -0.45, atom 62 (C): 0.80, atom 63 (C): -0.83, atom 64 (C): -0.67, atom 65 (N): 0.18, atom 66 (C): -0.67, atom 67 (C): -0.69, atom 68 (H): 0.59, atom 69 (H): 0.63, atom 70 (H): 0.73, atom 71 (H): 0.55